DFT (ωB97M-V with the def2-TZVPD basis set) results for the molecule C3H3N3O.

Values from the calculation:
SMILES ... O=Cc1cnn[nH]1
Gap between HOMO and LUMO ... 10.5 eV
Total charge ... 0
HOMO level ... -10.42 eV
Lowest unoccupied orbital energy ... 0.0018 Ha

Atoms and positions in Å:
N 1.12 0.64 0.25
C 0.17 -0.34 0.22
N 1.34 1.13 -0.96
N 0.56 0.53 -1.80
O -1.33 0.44 1.85
C -0.98 -0.47 1.14
C -0.15 -0.41 -1.12
H 1.75 0.90 1.00
H -1.59 -1.38 0.99
H -0.89 -1.04 -1.58

Results of the natural (NBO) charge analysis, in e, for atoms 1 through 6: -0.307, -0.066, -0.010, -0.245, -0.506, 0.401

=====

DFT (ωB97M-V with the def2-TZVPD basis set) results for the molecule C3H3N3O.

Values from the calculation:
SMILES ... C1=NN=CON=C1
Gap between HOMO and LUMO ... 9.4 eV
Total charge ... 0
HOMO level ... -9.93 eV
Lowest unoccupied orbital energy ... -0.0209 Ha

Atoms and positions in Å:
C 1.59 0.39 -0.01
C -0.99 -0.63 0.58
C -1.13 -0.02 -0.59
H 2.37 1.16 -0.70
H -1.74 -1.09 1.29
H -2.21 0.57 -0.73
N 1.13 0.57 1.13
N 0.12 -0.44 1.32
N -0.21 0.03 -1.45
O 1.06 -0.53 -0.84

Results of the natural (NBO) charge analysis, in e, for atoms 1 through 6: 0.370, -0.060, -0.010, 0.196, 0.247, 0.237

=====

So what do the calculations give for energy above the lowest of the compared OMol25 structures with the same formula, charge and spin? Going down the list: 199.2, 639.2 kJ/mol.